1:
Formula: C3H10NO2
Source: OMol25
Level of theory: wB97M-V/def2-TZVPD

```
16
Properties=species:S:1:pos:R:3:mulliken_charge:R:1
C 0.57798 -1.57434 0.49802 -1.011
O -0.60443 1.79931 -0.34921 -0.394
H -1.27609 2.05849 -0.97645 0.368
H 0.57857 -1.96777 -0.41852 0.394
H -2.41724 -0.13399 0.72449 0.369
H 1.93921 2.37968 -0.37684 0.308
H 1.09014 0.34479 0.50329 0.393
H -1.97880 -1.14766 -0.69127 0.372
H 1.40680 -1.77196 1.12596 0.342
O 2.33452 1.70111 0.22261 -0.674
H -0.25908 -2.04854 1.15516 0.354
C -2.13548 -0.17157 -0.23102 -1.405
H 3.14932 2.09225 0.63933 0.328
H -2.82308 0.30728 -0.77215 0.574
C -0.79752 0.49537 -0.15563 0.724
N 0.19717 -0.13819 0.37401 -0.041
```

Values from the calculation:
Charge: +1
Spin multiplicity: 1
Gap between HOMO and LUMO: 12.05 eV
HOMO level: -15.6904 eV

2:
Formula: C3H10NO2
Source: OMol25
Level of theory: wB97M-V/def2-TZVPD

```
16
Properties=species:S:1:pos:R:3:mulliken_charge:R:1
H 0.43255 -1.39312 0.06857 -0.067
H 2.21017 1.18211 -0.02165 0.497
H 2.12761 -0.72148 -0.02786 0.367
H -1.18339 1.92205 1.45327 0.379
H -0.79735 -2.35100 1.02427 0.294
H 0.38628 1.33218 0.97307 0.270
H -0.62004 0.43602 1.88319 0.429
H -1.32211 1.35425 -2.00900 0.380
C -0.57538 -1.79317 0.06478 -0.213
C -0.82048 0.51605 -0.27674 0.153
C 1.91711 0.23434 -0.48733 -1.171
H -0.56823 -2.69753 -0.62679 0.278
O -1.29681 -0.76096 -0.52897 -0.231
N -0.56366 1.14327 1.09980 -0.185
O -1.34425 1.45715 -1.04179 -0.488
H 2.01801 0.13984 -1.54682 0.310
```

Values from the calculation:
Charge: +1
Spin multiplicity: 1
Gap between HOMO and LUMO (alpha / beta): 9.13 / 8.62 eV
HOMO level (alpha / beta): -13.2789 / -12.7919 eV

Most stable one: 1, least stable one: 2.

1:
Formula: C2H5PSi
Source: OMol25
Level of theory: wB97M-V/def2-TZVPD

```
9
Properties=species:S:1:pos:R:3:mulliken_charge:R:1
Si -1.12263 -1.00282 0.00991 0.335
H 2.83701 0.79488 0.60123 -0.004
H -1.44573 -2.34587 -0.45711 -0.076
H 0.32502 1.13134 -1.36836 0.309
H -2.44011 -0.46410 0.50943 -0.078
H 0.63636 0.55622 1.57316 0.407
P 1.82690 -0.59880 -0.15231 -0.132
C 0.28998 -0.04836 0.72587 -0.273
C 0.25500 0.16715 -0.79094 -0.488
```

Values from the calculation:
Charge: 0
Spin multiplicity: 1
Gap between HOMO and LUMO: 9.03 eV
HOMO level: -8.8702 eV

2:
Formula: C2H5PSi
Source: OMol25
Level of theory: wB97M-V/def2-TZVPD

```
9
Properties=species:S:1:pos:R:3:mulliken_charge:R:1
H 0.73814 -0.97933 1.11678 0.428
C 0.34527 -0.66529 0.24459 -0.469
H 0.40582 1.71473 0.43723 0.340
Si -1.47449 -0.21056 -0.05366 0.307
H -2.23030 0.03465 1.30609 -0.046
H 2.78133 0.17694 -0.32055 0.001
P 1.18098 -0.16580 -1.26112 -0.162
H -1.89288 -0.71770 -1.33056 -0.069
C 0.14613 0.81236 -0.13879 -0.331
```

Values from the calculation:
Charge: 0
Spin multiplicity: 1
Gap between HOMO and LUMO: 9.21 eV
HOMO level: -8.8001 eV

3:
Formula: C2H5PSi
Source: OMol25
Level of theory: wB97M-V/def2-TZVPD

```
9
Properties=species:S:1:pos:R:3:mulliken_charge:R:1
C 1.47229 0.66652 -0.09481 -0.183
H -3.36337 -0.40366 -0.59418 -0.069
H 3.05030 -0.85702 0.39254 0.388
H -0.21805 -0.69421 -1.12460 0.035
H -2.42131 -0.10354 1.23876 -0.054
C 2.08274 -0.45095 0.23212 -0.408
P 0.10879 -0.42655 0.29099 -0.081
H 1.59761 1.67365 -0.39887 0.380
Si -2.30900 0.59576 0.05805 -0.008
```

Values from the calculation:
Charge: 0
Spin multiplicity: 1
Gap between HOMO and LUMO: 7.21 eV
Structure (SMILES): [SiH2]=[PH]1C=C1
HOMO level: -8.2416 eV

Most stable one: 2, least stable one: 3.

1:
Formula: C2H2Cl2O2
Source: OMol25
Level of theory: wB97M-V/def2-TZVPD

```
8
Properties=species:S:1:pos:R:3:mulliken_charge:R:1
Cl 0.56957 0.99645 2.22948 -0.122
H -1.19332 -0.88171 -0.53730 0.416
O 1.05616 0.05224 -2.01371 -0.373
Cl -2.17490 0.27579 1.98901 -0.127
C -0.75064 0.62631 1.17395 0.122
O 0.80618 -0.27784 -0.52159 -0.182
C -0.31862 -0.51063 -0.15033 -0.063
H 2.00556 -0.28061 -2.16952 0.330
```

Values from the calculation:
Charge: 0
Spin multiplicity: 1
Gap between HOMO and LUMO (alpha / beta): 7.82 / 7.80 eV
Structure (SMILES): OOC=C(Cl)Cl
HOMO level (alpha / beta): -8.5440 / -8.5814 eV

2:
Formula: C2H2Cl2O2
Source: OMol25
Level of theory: wB97M-V/def2-TZVPD

```
8
Properties=species:S:1:pos:R:3:mulliken_charge:R:1
H -0.89488 -0.50635 1.12143 0.188
C 1.15511 0.29014 -0.18199 0.416
O -0.84863 -0.15070 -0.85250 -0.566
H 1.59938 0.76683 -1.08524 0.347
C -1.59337 -0.27402 0.15027 0.249
O 1.16027 0.19490 0.94516 -0.184
Cl -2.75588 -1.77942 -0.06171 -0.261
Cl -2.70566 1.09190 0.38941 -0.190
```

Values from the calculation:
Charge: 0
Spin multiplicity: 1
Gap between HOMO and LUMO: 8.25 eV
HOMO level: -9.8838 eV

Most stable one: 2, least stable one: 1.

1:
Formula: C8H7NO3S
Source: OMol25
Level of theory: wB97M-V/def2-TZVPD

```
20
Properties=species:S:1:pos:R:3:mulliken_charge:R:1
C 1.27658 2.07395 0.57896 -0.450
S 2.85586 -0.42794 -0.87131 0.510
H 1.24625 3.60447 -2.05600 0.340
O 3.58292 -1.62533 -0.69443 -0.531
H 0.97071 -2.30495 -2.08864 0.516
C 0.53650 -0.37417 0.49273 0.565
H -2.55054 -1.55970 0.57939 0.283
O 1.01634 3.55420 -1.15334 -0.450
C -0.90495 -2.16237 -0.89882 -0.754
H -1.10426 -0.06712 1.75005 0.647
C 1.47894 0.66026 1.07108 -0.034
C -0.78066 -0.58197 0.98039 -1.059
N 1.08820 2.27302 -0.65305 -0.133
C 1.12023 -1.01113 -0.57259 0.326
H 1.33667 2.80973 1.26023 0.602
O 2.76343 0.28369 0.62920 -0.432
H 1.64675 0.82754 2.18919 0.331
C -1.48046 -1.46188 0.22623 -0.186
C 0.39096 -1.94125 -1.31213 -0.534
H -1.64758 -2.73985 -1.27538 0.443
```

Values from the calculation:
Charge: 0
Spin multiplicity: 1
Gap between HOMO and LUMO: 10.16 eV
HOMO level: -9.5011 eV

2:
Formula: C8H7NO3S
Source: OMol25
Level of theory: wB97M-V/def2-TZVPD

```
20
Properties=species:S:1:pos:R:3:mulliken_charge:R:1
H 2.51420 -0.25239 -2.20923 0.350
C -0.86622 0.26094 2.21299 -0.294
O 1.18847 1.44722 2.52374 -0.411
H -3.62896 -1.29343 0.02608 0.255
H 1.11789 -1.32115 -1.73465 0.272
N -3.05273 -0.75943 0.53569 -0.605
C 0.47887 0.80408 0.33131 0.075
C 1.84307 -0.46374 -1.33899 -1.256
H 0.05752 0.98072 4.07377 0.464
H 0.54328 1.07390 -1.88323 0.563
H 2.31119 -0.76679 -0.47902 0.434
C 1.38088 1.32035 1.19418 0.175
H -1.73968 -0.23377 2.71344 0.354
O 2.96843 2.38663 -1.45430 -0.547
O 2.44837 1.92375 0.65977 -0.324
C 1.17384 0.90194 -1.04900 0.161
C -0.72220 0.18581 0.85588 0.577
C 0.01952 0.90496 3.03431 -0.562
C 2.27116 1.82739 -0.66455 0.243
S -1.84003 -0.33145 -0.31223 0.076
```

Values from the calculation:
Charge: 0
Spin multiplicity: 1
Gap between HOMO and LUMO (alpha / beta): 7.29 / 6.55 eV
HOMO level (alpha / beta): -7.5813 / -6.9734 eV

Most stable one: 2, least stable one: 1.

1:
Formula: C3H5N3S2
Source: OMol25
Level of theory: wB97M-V/def2-TZVPD

```
13
Properties=species:S:1:pos:R:3:mulliken_charge:R:1
C 1.26635 0.27321 -0.78584 0.431
N 0.09486 -0.90027 0.81654 -0.430
C -1.25110 -0.22919 0.85127 -0.402
H -1.34722 0.60674 1.64494 0.279
H 2.29741 0.79480 -2.38467 0.278
H 0.32174 -1.32577 1.74516 0.260
N 2.35432 0.58938 -1.33282 -0.613
H 1.94928 -0.32753 0.95410 0.302
C -1.50380 0.14948 -0.59991 0.169
S -0.26440 0.66751 -1.60240 -0.151
N 1.08417 0.08826 0.68962 -0.272
S -2.99326 0.48538 -1.15722 -0.243
H -2.00835 -0.87200 1.16126 0.392
```

Values from the calculation:
Charge: 0
Spin multiplicity: 1
Gap between HOMO and LUMO: 8.37 eV
HOMO level: -8.8765 eV

2:
Formula: C3H5N3S2
Source: OMol25
Level of theory: wB97M-V/def2-TZVPD

```
13
Properties=species:S:1:pos:R:3:mulliken_charge:R:1
N 1.97647 -0.33161 -2.69543 -0.576
S -1.51489 -0.66859 -0.10429 -0.137
H 1.20495 1.68374 -1.36515 0.337
H -1.09606 1.66184 -0.43706 0.438
H -0.93901 -2.27889 1.65648 0.358
S 0.17045 1.07482 1.50373 0.011
C -0.48037 0.81611 -0.19873 -0.313
N 0.95271 -0.36068 -1.78994 -0.016
H 2.37898 -1.27051 -2.76364 0.263
N 0.01428 -0.50787 2.07449 -0.372
H 2.67269 0.33609 -2.45834 0.239
C -0.72710 -1.24680 1.36411 -0.008
C 0.65501 0.72556 -1.18991 -0.223
```

Values from the calculation:
Charge: 0
Spin multiplicity: 1
Gap between HOMO and LUMO: 9.24 eV
Structure (SMILES): N/N=C/[C@H]1SC=NS1
HOMO level: -8.4821 eV

3:
Formula: C3H5N3S2
Source: OMol25
Level of theory: wB97M-V/def2-TZVPD

```
13
Properties=species:S:1:pos:R:3:mulliken_charge:R:1
N -0.33263 -0.86468 1.57174 -0.349
C -0.43461 -0.55952 -2.07115 -0.081
H 0.40210 1.88192 -1.73294 0.181
H 1.16321 1.20757 0.91645 0.331
S 1.69705 0.69149 2.20058 -0.288
H -0.63747 0.83371 2.90181 0.309
N -0.06510 1.27315 -0.32397 -0.824
H -0.60200 -2.14931 0.24728 0.341
S -0.84633 0.35852 -3.37637 -0.285
H -0.06652 -1.65247 -2.08827 0.249
C 0.15691 0.21075 2.31606 0.043
C -0.33635 -1.09527 0.27109 0.021
N -0.09825 -0.13587 -0.83229 0.353
```

Values from the calculation:
Charge: 0
Spin multiplicity: 1
Gap between HOMO and LUMO: 6.37 eV
HOMO level: -8.0711 eV

Most stable one: 2, least stable one: 3.

1:
Formula: C2H3NP2
Source: OMol25
Level of theory: wB97M-V/def2-TZVPD

```
8
Properties=species:S:1:pos:R:3:mulliken_charge:R:1
H 1.43509 -0.66946 -1.56307 0.366
H 1.57035 -0.22487 0.98043 0.087
C 0.58195 -0.53881 -0.80914 -0.202
P 0.70920 -1.41413 0.82961 -0.102
C -0.97524 0.62603 0.12931 0.077
N -0.23297 0.44638 -0.93165 -0.380
P -0.88558 -0.07007 1.65254 -0.073
H -2.20280 1.84493 -0.28804 0.228
```

Values from the calculation:
Charge: 0
Spin multiplicity: 3
Expectation value of S²: 2.032
Gap between HOMO and LUMO (alpha / beta): 6.77 / 6.90 eV
HOMO level (alpha / beta): -6.7636 / -9.8052 eV

2:
Formula: C2H3NP2
Source: OMol25
Level of theory: wB97M-V/def2-TZVPD

```
8
Properties=species:S:1:pos:R:3:mulliken_charge:R:1
C -0.23148 0.54188 -0.31249 -0.194
H 0.10875 1.58574 -0.61248 0.302
H 3.64217 -0.89416 0.10377 0.048
H -3.26113 -0.54282 0.73686 0.268
P 0.92831 -0.73660 0.17162 -0.029
P 2.66656 0.31470 -0.18167 -0.156
N -1.44933 0.24436 0.00484 -0.118
C -2.40386 -0.51310 0.08956 -0.123
```

Values from the calculation:
Charge: 0
Spin multiplicity: 3
Expectation value of S²: 2.032
Gap between HOMO and LUMO (alpha / beta): 6.10 / 6.96 eV
HOMO level (alpha / beta): -6.4495 / -9.0515 eV

Most stable one: 2, least stable one: 1.

1:
Formula: C5H8FN
Source: OMol25
Level of theory: wB97M-V/def2-TZVPD

```
15
Properties=species:S:1:pos:R:3:mulliken_charge:R:1
H -0.52152 -1.36874 -1.47709 0.445
C 0.11490 -0.93684 -0.83821 -1.268
H 2.30567 1.58996 1.84083 0.299
C 2.71787 1.60318 0.88304 -0.842
H -2.13355 0.57749 0.96982 0.439
N -0.03246 1.32988 0.33409 -0.658
H 0.39090 -1.49293 -0.06992 0.347
C -0.53316 0.30581 -0.22030 0.970
H 3.67932 1.59295 0.62028 0.367
C -2.04788 0.13457 0.05957 -1.334
H -2.49122 -0.87441 0.04606 0.330
H -2.49339 0.75777 -0.62260 0.342
H 1.06030 -0.55830 -1.27831 0.307
C 1.84999 1.56751 -0.08521 0.458
F 1.90933 1.72124 -1.38487 -0.202
```

Values from the calculation:
Charge: 0
Spin multiplicity: 1
Gap between HOMO and LUMO: 10.04 eV
HOMO level: -9.0418 eV

2:
Formula: C5H8FN
Source: OMol25
Level of theory: wB97M-V/def2-TZVPD

```
15
Properties=species:S:1:pos:R:3:mulliken_charge:R:1
C -0.35600 -1.18286 0.53522 -0.532
H -2.51678 -0.72319 0.60882 0.282
C 0.06334 1.06882 -0.40780 -0.238
N -1.37278 0.84555 -0.25327 -0.430
H 0.39442 1.59695 -1.31798 0.316
H -0.44081 -1.17045 1.63784 0.243
H -1.94680 1.31797 -0.93131 0.251
H 0.51555 1.21714 1.78015 0.274
H -1.94221 -1.04036 -0.99071 0.277
C 0.96522 1.05983 0.79981 -0.887
H 1.99719 1.46651 0.64394 0.282
F 1.68905 -0.80488 -0.62771 -0.362
H -0.12964 -2.17672 0.07489 0.318
C 0.70554 -0.20419 0.08511 0.754
C -1.63193 -0.60207 -0.02624 -0.550
```

Values from the calculation:
Charge: 0
Spin multiplicity: 1
Gap between HOMO and LUMO: 9.38 eV
Structure (SMILES): F[C@]12CCN[C@H]1C2
HOMO level: -8.2299 eV

Most stable one: 2, least stable one: 1.